The following is a quantum chemistry calculation of a cluster of 2 separate species, C16H17NO in total, from the Open Molecules 2025 dataset.

Structure (XYZ):
```
35
Properties=species:S:1:pos:R:3:forces:R:3
C -2.579501 0.316006 3.267233 0.01 1.19 -0.07
C -1.255338 -0.210971 3.692927 0.79 -0.42 1.10
C -1.061252 -1.089790 4.739265 -1.42 0.86 -0.65
N 0.245240 -1.453190 4.835647 1.52 0.65 0.63
C 1.006897 -0.687570 3.987937 -0.76 0.66 -0.70
C 2.416337 -0.613139 3.729478 -1.57 -0.95 0.52
C 2.736790 -0.133724 2.506892 0.29 0.85 -0.69
C 1.770723 0.296424 1.531590 2.40 0.32 0.67
C 0.499151 0.472957 1.915631 -2.20 1.09 1.27
C 0.070773 0.090542 3.229667 1.23 -1.85 -1.32
H -2.671163 1.388117 3.482168 0.00 -0.08 0.59
H -3.397357 -0.210339 3.756152 0.00 0.00 -0.14
H -2.745610 0.380493 2.195174 0.11 -0.83 -0.32
H -1.829824 -1.286300 5.472265 0.24 -0.76 0.01
H 0.680913 -2.060137 5.500543 -0.32 -0.12 0.41
H 3.142388 -0.994083 4.437561 0.03 0.09 -0.06
H 3.770883 0.116978 2.278137 -0.03 -0.53 -0.07
H 2.291597 0.637542 0.643330 -0.92 0.09 -0.39
H -0.312451 0.996927 1.406595 0.59 -0.25 -0.81
C -0.817026 2.541895 -3.291136 0.08 0.46 2.02
C -0.327189 1.175454 -3.671646 -1.03 0.49 1.67
C 0.815376 0.960917 -4.418614 -0.09 -0.04 -0.52
C 1.201694 -0.325215 -4.751633 -0.79 -0.63 -0.49
C 0.466221 -1.398474 -4.258618 -0.30 -0.59 -0.66
O 0.830566 -2.667062 -4.666688 0.21 0.04 -0.29
C -0.703580 -1.204988 -3.549959 0.16 0.83 0.29
C -1.062717 0.097869 -3.176895 0.05 -2.00 -1.53
H -0.985525 2.652925 -2.189728 0.39 -0.69 -0.42
H -1.823221 2.824882 -3.593310 0.24 0.08 -1.03
H -0.036570 3.277056 -3.418175 -0.15 0.55 -0.81
H 1.325600 1.789296 -4.897514 -0.06 0.10 0.18
H 1.744965 -0.543349 -5.667991 0.82 0.16 0.60
H 0.057335 -3.193213 -4.907399 0.07 0.19 0.26
H -1.411535 -2.015788 -3.406366 0.31 -0.11 0.34
H -2.053599 0.071052 -2.742510 0.08 1.16 0.38
```
Positions in Å, forces in eV/Å.

Results
relative energy (zero: lowest compared OMol25 entry of this formula, charge and spin)	1.967	eV
LUMO	0.0299	hartree
SMILES string	Cc1c[nH]c2ccccc12.Cc1ccc(O)cc1
frontier orbital gap	8.579	eV
total charge	0
largest force on an atom	0.0538	hartree/bohr

The following is a quantum chemistry calculation of the molecule C16H17NO4, from the Open Molecules 2025 dataset.

Structure (XYZ):
```
38
Properties=species:S:1:pos:R:3:forces:R:3
C -0.636192 1.747218 1.786218 0.22 -0.29 -0.02
C 0.817158 1.672935 1.485479 -0.09 0.88 -0.19
C 1.704419 2.603053 1.037059 -0.47 -0.31 0.17
C 2.955658 1.945247 0.919467 0.02 -0.62 0.20
C 2.747794 0.658319 1.307815 0.72 0.48 -0.04
C 3.633478 -0.544357 1.333034 -0.24 0.08 -0.14
C 3.803085 -1.140052 -0.079666 0.01 0.06 -0.03
C 2.528189 -1.039327 -0.910430 0.53 -0.20 0.15
O 2.517289 -0.545315 -2.014399 -0.06 0.14 -0.21
N 1.436734 -1.563362 -0.284414 -0.07 -0.42 0.25
C 0.089437 -1.387554 -0.606570 -0.31 0.08 -0.12
C -0.858336 -1.754017 0.347673 0.08 0.03 -0.06
C -2.204219 -1.565357 0.106885 0.04 0.00 -0.12
C -2.634268 -1.015203 -1.093750 0.00 -0.13 -0.10
C -4.099918 -0.746091 -1.330717 0.10 0.23 0.06
C -4.343544 0.670894 -0.865055 -0.28 -0.04 0.29
O -4.531047 1.010001 0.271602 -0.02 -0.03 0.17
O -4.273928 1.542237 -1.877965 0.07 0.29 -0.68
C -1.687286 -0.654473 -2.043114 -0.12 -0.12 0.21
C -0.337508 -0.841675 -1.813318 0.19 0.08 -0.11
O 1.447565 0.487863 1.656774 -0.14 -0.18 0.20
H -1.201188 1.106715 1.108578 -0.10 -0.01 -0.03
H -0.833833 1.412012 2.803375 -0.08 0.02 0.08
H -0.980774 2.770539 1.675834 -0.02 0.06 0.00
H 1.497911 3.629444 0.813229 -0.14 0.21 -0.03
H 3.879263 2.374386 0.589445 0.25 0.02 -0.08
H 3.195843 -1.278461 2.013536 0.08 0.02 0.07
H 4.615713 -0.272212 1.722454 -0.07 -0.07 0.06
H 4.569932 -0.589494 -0.624846 -0.10 -0.07 -0.03
H 4.113566 -2.185116 -0.014059 0.05 -0.02 -0.05
H 1.584105 -1.933826 0.644221 0.06 0.14 -0.17
H -0.534719 -2.172510 1.290344 0.05 -0.04 0.11
H -2.926959 -1.836520 0.861772 -0.08 -0.03 0.08
H -4.713735 -1.425949 -0.741172 -0.03 0.09 -0.05
H -4.343743 -0.823765 -2.388965 -0.04 -0.08 0.05
H -4.375454 2.452114 -1.556798 0.00 -0.24 0.24
H -2.009291 -0.216139 -2.976066 -0.03 0.04 -0.12
H 0.388802 -0.552203 -2.553489 0.03 -0.01 -0.02
```
Positions in Å, forces in eV/Å.

Results
relative energy (zero: lowest compared OMol25 entry of this formula, charge and spin)	0.165	eV
LUMO	0.0258	hartree
SMILES string	Cc1ccc(CCC(=O)Nc2ccc(CC(=O)O)cc2)o1
frontier orbital gap	8.892	eV
total charge	0
largest force on an atom	0.0175	hartree/bohr

The following is a quantum chemistry calculation of the molecule C16H17NO4S, from the Open Molecules 2025 dataset.

Structure (XYZ):
```
39
Properties=species:S:1:pos:R:3:forces:R:3
C 0.429612 2.471868 5.144217 -0.06 0.26 0.09
O 0.785074 1.119260 4.982702 0.10 -0.52 -0.28
C 0.699178 0.572593 3.725771 0.08 -0.17 0.14
C 0.280509 1.225107 2.586522 0.00 -0.06 -0.08
C 0.241951 0.546986 1.359797 0.29 -0.52 0.47
C -0.196855 1.249046 0.179846 -0.29 0.80 -0.10
N -0.247133 0.712124 -0.969025 -0.09 -0.27 -0.65
S -0.774049 1.663779 -2.246311 -0.42 0.42 0.46
O -1.373194 2.875869 -1.746591 -0.23 -0.04 0.00
O 0.303884 1.798113 -3.182222 0.09 -0.30 -0.13
C -2.081052 0.624322 -2.960444 0.68 0.34 0.29
C -1.465366 -0.467348 -3.817684 0.07 -0.09 0.03
C -0.673774 -1.432874 -2.978758 0.06 -0.33 -0.27
C -1.322461 -2.414889 -2.241208 0.04 0.07 -0.06
C -0.602434 -3.298679 -1.457296 -0.04 -0.06 0.11
C 0.778190 -3.208475 -1.403610 0.06 -0.07 0.03
C 1.431651 -2.229145 -2.133550 0.06 -0.03 -0.02
C 0.709867 -1.345819 -2.916569 0.00 -0.21 -0.11
C 0.628253 -0.792407 1.297964 -0.11 0.36 -0.02
C 1.044890 -1.448950 2.436558 0.04 0.04 0.30
C 1.086579 -0.783006 3.654849 -0.15 0.41 -0.16
O 1.495473 -1.429181 4.765283 0.02 -0.01 0.08
H 1.068356 3.125592 4.543385 -0.02 -0.02 0.01
H 0.578909 2.690609 6.200206 -0.03 0.05 -0.09
H -0.618742 2.641926 4.882352 0.04 -0.01 0.00
H -0.020025 2.260574 2.617352 -0.03 0.14 0.05
H -0.504237 2.292904 0.305869 -0.01 -0.01 0.06
H -2.709017 1.301089 -3.534845 0.01 0.15 0.03
H -2.631990 0.233534 -2.109736 -0.15 -0.02 0.06
H -2.259582 -0.998665 -4.350085 0.03 0.09 0.02
H -0.808808 0.008863 -4.547116 -0.10 -0.09 -0.09
H -2.400184 -2.493203 -2.285903 -0.13 -0.01 -0.01
H -1.118144 -4.059123 -0.888748 -0.04 -0.07 0.03
H 1.342416 -3.899081 -0.793524 0.05 -0.06 0.04
H 2.508137 -2.152780 -2.089705 0.10 0.02 0.00
H 1.216333 -0.572007 -3.471760 0.06 0.09 -0.06
H 0.592505 -1.292600 0.344175 0.01 -0.11 -0.08
H 1.346956 -2.483304 2.410319 0.04 -0.15 -0.01
H 1.463202 -0.810655 5.509692 -0.01 -0.01 -0.08
```
Positions in Å, forces in eV/Å.

Results
relative energy (zero: lowest compared OMol25 entry of this formula, charge and spin)	1.630	eV
LUMO	0.0003	hartree
SMILES string	COc1cc(/C=N/S(=O)(=O)CCc2ccccc2)ccc1O
frontier orbital gap	8.609	eV
total charge	0
largest force on an atom	0.0167	hartree/bohr

The following is a quantum chemistry calculation of a structure of composition C16H18B2N6O2V, from the Open Molecules 2025 dataset.

Structure (XYZ):
```
45
Properties=species:S:1:pos:R:3:forces:R:3
H 2.159554 -1.858663 2.120343 0.02 -0.45 0.35
N 1.650056 -1.597010 0.104880 3.35 1.41 -0.11
B 1.969459 -0.890169 -2.444067 0.66 0.09 -0.63
N 2.423827 -1.469949 -1.064378 -0.25 -0.67 1.49
C 3.638553 -1.993562 -0.827929 -0.61 0.89 0.18
V -0.193144 -2.150697 0.361300 0.23 -1.74 -0.64
H 4.332999 -2.058383 -1.656164 0.06 0.04 0.33
C 3.744920 -2.287699 0.516838 0.14 0.08 1.08
H 4.641736 -2.598914 1.026044 -0.06 -0.11 -0.01
C 2.505441 -1.967562 1.111233 0.19 0.16 -2.88
H 2.692035 -1.417005 -3.292810 -0.40 0.08 0.44
C -2.285581 3.564704 0.410317 -0.75 -0.47 -2.10
H -3.300340 3.963495 0.235923 0.44 -0.19 0.10
H -2.311169 2.467433 0.315284 0.04 0.43 0.05
H -1.609761 3.978126 -0.358982 -0.28 -0.23 0.37
N 2.195841 0.683535 -2.842342 -0.76 0.96 0.82
N 0.569003 -1.578019 -2.548476 -1.32 -0.91 0.22
N 1.606870 1.758929 -2.183388 0.13 0.10 -0.03
N -0.404145 -1.777524 -1.543826 -0.57 1.34 -3.40
C 2.983002 1.199361 -3.840865 0.35 0.51 -0.35
C 0.134385 -2.160841 -3.681766 -0.13 0.92 0.62
H 3.566909 0.579360 -4.529419 -0.39 0.08 0.49
H 0.802247 -2.186395 -4.537902 -0.37 0.03 0.14
C 2.925338 2.602513 -3.831307 -0.75 -1.40 0.95
C -1.176698 -2.562240 -3.506747 -0.92 0.03 -0.01
C 2.035709 2.900834 -2.756477 0.56 -2.15 -0.60
C -1.518414 -2.249657 -2.181086 2.04 0.25 -0.24
H 3.417276 3.317475 -4.463926 0.14 -0.15 -0.18
H -1.836739 -2.938676 -4.271042 0.06 -0.11 0.07
H 1.748257 3.895776 -2.444443 -0.25 -0.33 0.30
H -2.452278 -2.229106 -1.631490 0.07 -0.48 -0.18
H -1.956473 3.838324 1.360700 0.56 0.43 1.59
O -2.539113 -0.675822 1.822793 1.79 -0.10 -0.79
B -1.106748 -0.946857 1.706578 -1.82 1.99 2.95
O -0.479217 -0.409919 2.919433 -0.26 -0.23 -1.80
C -1.463647 0.183279 3.634636 -1.58 -0.55 0.10
C -1.408290 0.618938 4.943033 0.04 0.03 0.08
C -2.621961 0.819120 5.619088 0.18 0.19 -0.17
C -3.845916 0.632591 4.965433 -0.04 0.35 0.05
C -3.899714 0.247179 3.621982 0.13 0.05 -0.07
C -2.702041 0.004832 2.974268 0.39 0.05 1.62
H -0.431974 0.733743 5.414417 -0.34 -0.06 0.08
H -2.587580 1.122165 6.669389 -0.13 -0.08 -0.41
H -4.782726 0.814150 5.499694 0.37 -0.10 -0.14
H -4.829752 0.078806 3.085223 0.06 0.01 0.25
```
Positions in Å, forces in eV/Å.

Results
relative energy (zero: lowest compared OMol25 entry of this formula, charge and spin)	0.953	eV
LUMO (spin up / spin down)	-0.0146 / -0.0201	hartree
⟨S²⟩	3.767
frontier orbital gap (spin up / spin down)	7.573 / 7.694	eV
multiplicity	4
total charge	0
largest force on an atom	0.0777	hartree/bohr

The following is a quantum chemistry calculation of a structure of composition C16H18Br2N3O2PdSb, from the Open Molecules 2025 dataset.

Structure (XYZ):
```
43
Properties=species:S:1:pos:R:3:forces:R:3
Pd -0.511557 0.971999 -0.342691 0.03 0.01 0.07
Br -1.099331 3.348886 -0.883912 0.04 -0.04 0.01
C -1.858101 4.086954 0.784394 -0.02 0.03 0.03
Br -1.919045 2.814288 2.196211 0.00 0.01 -0.04
H -2.856951 4.418045 0.529442 0.00 0.00 -0.01
H -1.208460 4.911285 1.051204 0.01 -0.01 0.01
O 5.375877 -3.365700 1.413479 0.03 0.01 0.02
N 4.374968 -3.427968 0.746298 -0.02 -0.02 0.01
O 3.967440 -4.400763 0.146543 -0.05 0.02 -0.01
C 3.583657 -2.180548 0.611982 0.00 0.00 0.00
C 4.275006 -1.028127 0.650358 0.00 0.02 -0.03
C 3.604423 0.220348 0.455064 -0.02 -0.02 0.01
C 4.268768 1.460407 0.478934 0.00 0.01 -0.01
C 3.546982 2.608434 0.281696 0.01 -0.01 0.00
C 2.171104 2.516109 0.051775 0.05 -0.02 0.01
N 1.529062 1.360439 0.022335 -0.04 0.08 -0.03
C 2.229930 0.218336 0.226297 -0.06 -0.03 0.00
C 1.495445 -1.014011 0.222177 0.04 0.05 0.00
N 0.143810 -0.933049 0.038311 -0.04 -0.01 -0.07
C -0.564096 -2.051281 0.089314 -0.02 -0.03 0.02
C 0.008025 -3.298279 0.321320 0.05 -0.01 0.01
C 1.364946 -3.401917 0.483919 0.00 0.04 -0.03
C 2.153955 -2.233928 0.424459 0.01 -0.03 0.02
H 5.343841 -1.049952 0.817466 0.00 -0.01 0.01
H 5.336824 1.495699 0.652418 0.00 0.00 0.00
H 4.018003 3.580547 0.296819 0.00 0.00 0.00
H 1.586402 3.409311 -0.116345 -0.01 0.00 0.00
H -1.632003 -1.975088 -0.041236 0.01 0.01 -0.02
H -0.626590 -4.171400 0.367765 0.00 0.00 0.00
H 1.824529 -4.362540 0.651922 0.02 -0.02 0.00
C -3.930515 -0.589243 0.828166 0.00 0.01 -0.05
Sb -2.965709 0.343491 -0.810066 -0.03 -0.02 0.04
C -3.185835 -0.973092 -2.449434 0.04 0.00 0.03
C -4.278518 1.930092 -1.270479 0.02 0.00 0.00
H -5.000413 -0.561955 0.626436 -0.01 -0.01 0.02
H -3.714349 -0.037576 1.739814 -0.01 0.01 0.00
H -3.618533 -1.624404 0.942469 0.00 0.00 0.00
H -4.248423 -1.100157 -2.649012 0.00 0.00 0.01
H -2.740107 -1.939790 -2.225151 0.00 0.00 -0.02
H -2.695937 -0.542565 -3.319955 -0.01 0.00 -0.01
H -5.259261 1.496711 -1.461827 0.00 0.00 -0.01
H -3.936192 2.462130 -2.154633 -0.01 0.01 0.00
H -4.353068 2.609812 -0.424049 0.00 0.00 0.00
```
Positions in Å, forces in eV/Å.

Results
relative energy (zero: lowest compared OMol25 entry of this formula, charge and spin)	0.000	eV
LUMO	-0.2752	hartree
frontier orbital gap	8.047	eV
total charge	+2
largest force on an atom	0.0018	hartree/bohr

The following is a quantum chemistry calculation of a structure of composition C16H18BrCl2CrN4O4S, from the Open Molecules 2025 dataset.

Structure (XYZ):
```
47
Properties=species:S:1:pos:R:3:forces:R:3
Cr -0.395712 0.792153 0.769868 -0.64 -0.41 -0.53
O -2.292144 3.059719 2.858064 0.37 -0.42 -0.19
N -1.679039 2.349273 2.143092 -0.99 0.92 -0.11
O -1.753719 2.355652 0.866953 0.14 -0.19 0.00
O -0.830541 1.465385 2.562862 1.01 -0.54 -0.21
Br -5.935655 -2.753732 1.617692 0.21 0.12 -0.01
C -4.335811 -1.821113 1.373375 -0.04 0.00 -0.01
C -4.185164 -0.951284 0.295037 -0.05 -0.14 0.06
C -2.992923 -0.282904 0.148639 -0.07 0.08 0.00
N -1.963153 -0.428457 1.003426 -0.40 -0.26 -0.27
C -2.115397 -1.273121 2.037416 0.22 0.03 0.11
C -3.274787 -1.978622 2.261796 -0.14 -0.08 -0.09
H -4.988779 -0.798889 -0.410621 0.02 0.02 -0.02
H -2.849777 0.413987 -0.666323 -0.01 0.00 0.01
H -1.274787 -1.363528 2.713841 -0.04 0.00 0.02
H -3.356851 -2.642958 3.109683 0.04 0.02 0.02
Cl 1.275484 2.446913 0.188638 0.72 0.01 -0.28
C 1.359964 4.003295 1.084725 -0.04 0.53 0.76
Cl 1.502848 3.782484 2.828583 -0.09 -0.07 -0.41
H 0.465984 4.573472 0.856362 -0.05 -0.12 -0.03
H 2.252813 4.505017 0.729505 0.01 -0.13 -0.16
O -0.202090 0.227115 -1.093958 -0.42 0.74 1.15
S 0.199154 -0.602602 -2.330471 0.31 0.11 -0.35
C -0.542480 0.342606 -3.711516 0.00 -0.15 -0.10
C 0.609258 0.816362 -4.589994 0.11 0.13 0.05
C 1.751347 1.157428 -3.637914 -0.06 -0.03 -0.10
C 1.894309 -0.062480 -2.737950 -0.10 0.07 -0.02
H -1.052143 1.171568 -3.219476 -0.02 -0.02 0.05
H -1.264749 -0.285280 -4.229204 -0.03 -0.04 0.10
H 0.298396 1.677301 -5.180415 -0.04 -0.03 -0.02
H 0.913269 0.030363 -5.282708 -0.01 0.01 -0.01
H 1.503402 2.039201 -3.042766 0.02 0.01 -0.02
H 2.679728 1.357018 -4.170829 0.02 -0.01 0.05
H 2.425135 0.118325 -1.803514 -0.05 -0.15 0.06
H 2.354232 -0.902285 -3.262679 -0.02 -0.04 0.04
N 1.923417 -5.052687 0.179210 0.02 0.05 0.04
C 2.004129 -4.019283 0.672708 -0.01 -0.18 -0.11
C 2.051800 -2.705139 1.239339 0.04 0.21 0.13
C 3.032354 -2.311292 2.150753 -0.13 0.06 -0.07
C 2.976475 -1.020479 2.650211 0.05 -0.06 0.01
C 1.974928 -0.168968 2.224390 0.07 -0.02 0.05
N 1.041422 -0.541102 1.330027 0.22 0.01 0.54
C 1.075405 -1.793800 0.864300 -0.07 -0.08 -0.11
H 3.806318 -3.000706 2.459920 -0.01 -0.02 0.00
H 3.705970 -0.672610 3.367483 -0.02 0.02 0.01
H 1.907456 0.839217 2.613483 -0.02 0.03 -0.03
H 0.300704 -2.090536 0.168955 -0.03 0.02 0.03
```
Positions in Å, forces in eV/Å.

Results
relative energy (zero: lowest compared OMol25 entry of this formula, charge and spin)	0.000	eV
LUMO (spin up / spin down)	-0.3118 / -0.2904	hartree
⟨S²⟩	0.765
frontier orbital gap (spin up / spin down)	6.895 / 7.454	eV
multiplicity	2
total charge	+2
largest force on an atom	0.0278	hartree/bohr